(1)
83
Properties=species:S:1:pos:R:3 method="wB97M-V/def2-TZVPD" charge=-1 orbital_gap_ev=6.85 molar_mass_g_mol=592.16 e_lumo_ha=0.0506
H 2.53 -4.99 14.50
C -6.31 -6.08 6.08
H -3.12 -5.03 10.35
H -2.68 -4.79 7.15
N -3.91 -4.40 10.36
H -7.25 -6.46 3.54
C -1.67 -5.52 4.92
C -6.26 -5.99 3.52
Cs -0.91 -4.25 13.57
H -1.64 -6.80 16.40
C -5.51 -6.39 4.81
H -6.14 -8.46 4.58
N 1.10 -9.57 12.36
H -5.58 -6.23 2.71
H -2.11 -6.72 11.99
C -5.21 -7.89 4.65
C -4.80 -9.73 9.98
H 1.99 -9.39 11.92
H -3.38 -7.33 11.65
H -4.13 -5.76 7.34
H -5.96 -6.42 7.05
H -2.66 -7.80 4.25
H -0.69 -9.62 8.26
H -4.42 -10.52 9.33
H -0.85 -8.32 9.46
H -1.11 -7.51 13.09
H -4.83 -8.09 3.65
O -2.96 -2.84 11.76
O 2.10 -11.35 13.21
H 2.00 -3.66 13.45
H -6.48 -4.92 3.47
H -3.21 -8.45 9.55
N -4.19 -5.67 4.71
H -1.67 -4.46 5.15
H -3.09 -7.90 16.56
N 0.16 -6.61 8.68
C -3.11 -5.77 6.96
C -2.87 -7.72 5.32
H -2.85 -7.23 14.12
C -4.15 -8.45 5.64
C -3.68 -8.88 10.45
H 0.40 -8.84 12.37
H -1.56 -6.51 10.31
C -2.97 -6.18 5.47
N -0.50 -8.69 8.59
H -4.79 -4.67 9.95
B -1.26 -6.74 11.32
H -2.08 -8.13 5.95
B 2.51 -4.62 13.48
O -4.19 -4.28 4.76
H -1.43 -8.48 16.60
H -4.45 -8.33 6.68
H -1.63 -5.66 3.84
H -6.30 -5.00 6.20
O 0.88 -7.80 7.02
C -2.24 -7.98 14.63
H -5.12 -2.00 11.81
H -5.69 -2.89 10.40
O -0.97 -7.81 13.99
H -5.64 -9.23 9.50
C 1.14 -10.61 13.16
H 0.42 -5.76 8.20
H -0.84 -7.74 11.31
H -4.30 -4.15 5.71
H 1.94 -5.21 12.79
H -2.89 -9.43 10.96
H -0.10 -11.44 14.51
O -4.13 -7.77 11.26
H -0.42 -6.12 11.59
H -5.26 -10.32 10.77
H -0.80 -6.01 5.37
H -4.10 -9.52 5.46
H 3.52 -4.57 13.11
C -3.81 -3.25 11.02
N -4.96 -2.63 11.04
C 0.19 -7.69 8.02
H -2.61 -6.54 7.55
H -0.40 -6.63 9.52
C -2.09 -7.75 16.13
H -2.58 -8.99 14.43
N 0.04 -10.70 13.83
H -0.70 -10.04 13.70
H -7.34 -6.42 5.97


(2)
95
Properties=species:S:1:pos:R:3 method="wB97M-V/def2-TZVPD" orbital_gap_ev=9.40 smiles="CCOB(CCC(C)C)COO.NC(N)=O.NC(N)=O.NC(N)=O.NC(N)=O.NC(N)=O.NC(N)=O.NC(N)=O.NC(N)=O" molar_mass_g_mol=654.50 e_lumo_ha=0.0027
H 0.53 1.83 -0.63
C 1.06 -0.06 -1.55
O 6.07 -8.54 1.06
C 1.44 3.73 -4.21
H 3.55 -6.75 1.86
H 4.86 -5.71 0.27
H -0.51 -7.24 11.39
O 1.09 1.66 -5.24
N -0.53 -6.33 10.96
O 0.20 -0.60 1.53
N -1.95 -0.96 0.92
C 0.20 -6.01 9.86
C -3.53 1.64 -3.57
H -3.94 8.03 -3.46
O 1.62 3.00 -5.44
H -1.78 0.10 -6.45
H -2.25 -1.34 3.41
C -2.84 1.68 -7.18
H -0.77 1.44 -6.89
N 5.10 1.16 -0.19
H 2.22 1.42 -0.47
H 1.32 -0.73 -0.74
C -3.71 3.96 -2.58
H -1.78 3.37 -7.78
O 6.57 2.88 0.01
H -3.29 1.23 -2.58
H -0.05 -5.35 3.57
H -3.60 3.46 -4.66
N -4.24 8.54 -2.65
H -2.90 -1.18 1.15
N 5.49 -6.49 0.27
H 1.71 -3.64 5.58
H 4.02 -8.32 2.45
N -1.69 1.03 -6.83
H -4.60 1.50 -3.74
O 1.72 2.19 -2.28
O -3.94 1.17 -7.05
H 0.00 -0.20 -1.78
H 1.92 1.16 -5.31
O 0.16 -4.89 9.36
N 1.32 -2.74 5.41
H 1.54 -6.80 8.55
C -5.03 7.87 -1.76
H -3.48 3.52 -1.61
C 1.37 1.37 -1.15
B 0.80 2.80 -3.08
N -1.31 -1.14 3.13
H -1.05 2.86 -1.85
H 2.05 -3.59 0.59
H 1.02 -7.93 9.75
H 4.27 0.77 -0.59
C 0.32 -2.19 6.17
H -1.72 -0.76 -0.04
H 2.42 4.11 -3.89
N -2.67 2.94 -7.67
O -5.35 6.70 -1.92
C -3.15 3.12 -3.72
O 1.93 -5.65 2.08
C -0.96 -0.87 1.84
H -3.31 4.98 -2.59
H -1.40 4.36 -3.94
C 1.16 -4.70 2.07
H -2.99 1.05 -4.32
H -5.19 9.55 -0.53
H -0.57 -3.86 2.86
C -0.75 2.60 -2.87
H -0.61 -1.03 3.85
H 6.30 -6.49 -0.32
H 0.80 4.58 -4.47
H 3.90 2.79 -1.74
C 5.54 2.43 -0.48
N 0.08 -4.62 2.89
H 1.62 -0.34 -2.45
H 5.07 4.06 -1.58
N 4.76 3.14 -1.34
H -1.36 2.89 -4.89
N 1.30 -3.61 1.27
C 5.30 -7.59 1.07
N 0.97 -7.01 9.35
H 1.62 -2.21 4.61
N 4.19 -7.53 1.86
H -3.50 3.45 -7.92
H 0.36 -3.79 7.54
H -6.02 8.13 0.00
H 0.73 -2.79 1.37
C -1.64 3.29 -3.91
H -0.79 -2.56 7.83
H -1.10 -5.61 11.36
H -4.80 4.05 -2.64
N -5.44 8.60 -0.67
H -0.90 1.51 -2.94
H -3.97 9.49 -2.53
N -0.08 -2.94 7.23
O -0.19 -1.12 5.87
H 5.65 0.62 0.45


(3)
96
Properties=species:S:1:pos:R:3 method="wB97M-V/def2-TZVPD" charge=-1 orbital_gap_ev=5.90 molar_mass_g_mol=852.22 e_lumo_ha=0.0125
H -8.89 -5.81 -7.09
O 4.07 3.22 7.69
H 2.68 -1.23 3.32
O -8.82 -4.22 -5.18
H 3.10 3.74 -1.06
C 2.58 5.00 5.65
P 3.63 6.11 0.57
H -5.52 -0.21 2.20
Ga 3.42 -0.82 1.97
C -4.56 -0.14 2.71
H 4.73 5.75 3.33
H 0.76 -5.51 -2.50
H -0.09 -4.46 -1.34
H -4.70 0.37 3.67
H -5.29 -6.88 -4.49
H 7.13 4.44 5.24
H 4.38 9.12 -0.88
H -6.77 -0.82 -5.16
O -1.67 -0.74 1.99
H 1.97 4.54 -2.16
O 1.33 -3.13 1.26
H 3.35 1.40 6.94
C -0.76 1.98 4.26
C 7.35 3.86 6.14
O 5.10 2.33 5.48
O -1.30 -5.25 -2.87
C -7.37 -1.70 -4.94
H -8.22 -5.38 -8.68
H -0.29 -6.10 -6.59
P 4.75 3.54 6.27
C 4.97 5.07 2.52
S 2.28 -3.03 0.18
O 6.20 3.76 7.00
P -2.09 0.76 2.39
O 2.47 5.65 -0.50
C 3.79 -2.60 0.93
H -2.13 -1.34 -4.94
P -7.39 -4.23 -5.57
H -0.60 -0.65 -4.35
O -6.89 -5.65 -4.94
H -2.49 -1.65 0.33
C 2.83 4.69 -1.51
O 5.05 5.81 1.28
H 4.74 0.05 2.16
H -0.34 1.75 5.24
H -8.42 -1.45 -4.99
P -1.23 -4.07 -4.00
O 2.35 -4.22 -0.63
H -7.12 -2.06 -3.94
H 2.86 8.54 -0.16
H 3.24 8.17 -1.86
H -0.34 -6.22 -1.31
O -7.14 -4.66 -7.11
H -7.42 -6.62 -7.69
H -5.01 -5.79 -5.87
O 4.36 7.12 -0.47
H 2.37 -0.01 1.03
C -0.17 -5.36 -1.96
H -4.18 -1.16 2.89
C -1.30 -1.47 -4.24
H -1.77 -6.12 -5.60
H -0.72 -1.69 0.46
H -0.02 2.54 3.69
H -0.30 -6.95 -5.04
H 4.03 -3.43 1.60
C 3.66 8.30 -0.85
O -1.61 1.81 1.47
O -7.06 -2.69 -5.95
H 1.92 -1.92 -0.52
O -0.60 -2.69 -4.57
H 3.67 5.06 -2.11
H 3.39 1.58 8.71
H 4.22 4.28 2.46
C -7.97 -5.67 -7.66
O -2.63 -4.06 -4.49
O -3.66 0.59 1.87
H 8.14 4.37 6.70
H -1.68 -1.48 -3.22
H 2.15 2.43 7.77
H 7.68 2.87 5.87
C -0.68 -6.08 -5.57
C -1.60 -1.07 0.61
H 4.57 -2.49 0.18
O 2.82 6.79 1.60
C -5.45 -5.87 -4.87
H 2.40 5.21 6.71
H 5.94 4.61 2.70
H 3.16 5.81 5.21
H -1.54 -0.19 -0.03
H -1.66 2.58 4.39
O -0.21 -4.89 -4.95
C 3.19 2.09 7.77
H -4.99 -5.15 -4.20
O 3.27 3.74 5.50
O -1.03 0.74 3.60
H 1.63 4.93 5.13


(4)
85
Properties=species:S:1:pos:R:3 method="wB97M-V/def2-TZVPD" charge=-1 orbital_gap_ev=9.07 molar_mass_g_mol=511.39 e_lumo_ha=0.0927 e_above_lowest_kj_mol=159.5
C -2.15 -7.69 -13.97
H -0.08 -5.75 -12.67
H -4.70 -5.70 -11.27
C -6.79 -4.49 -15.82
C -0.50 -4.75 -12.59
H -7.78 -4.08 -16.05
H -0.69 -8.70 -13.38
C -2.49 -4.30 -7.81
C 0.23 -8.93 -10.38
H -1.58 -10.21 -7.41
H -5.06 -5.99 -8.93
O -2.98 -9.26 -12.15
H -2.65 -3.69 -9.81
H -0.61 -9.39 -9.87
O -6.28 -10.67 -9.52
H -3.66 -6.18 -9.45
H -7.46 -4.92 -11.36
O -1.77 -2.19 -8.86
O -6.00 -3.32 -15.87
O -1.54 -5.29 -8.19
H -4.12 -8.03 -13.26
H -7.00 -8.79 -9.89
H -3.03 -8.60 -11.44
O -5.39 -5.05 -11.50
O -1.01 -8.46 -14.26
H 3.01 -9.96 -11.75
H 1.26 -4.02 -11.59
H 0.77 -8.28 -9.70
O -0.21 -2.59 -11.33
C -4.06 -8.87 -6.99
H -3.89 -7.80 -6.82
H -8.70 -10.46 -10.21
C -6.62 -5.42 -10.88
H -2.17 -3.82 -6.88
C -2.71 -3.20 -8.83
H -0.07 -4.49 -10.47
C 0.18 -4.00 -11.41
H -2.11 -6.73 -10.10
C -3.07 -9.71 -6.19
H -5.56 -10.22 -9.07
H -5.86 -9.48 -11.09
H -7.72 -5.05 -9.06
H 0.12 -2.12 -12.10
H -5.10 -9.01 -6.67
O -4.17 -9.30 -8.32
O -0.24 -8.09 -11.45
H -5.21 -5.60 -13.39
O -0.46 -4.12 -13.84
C 1.29 -9.93 -10.94
H -3.38 -4.91 -7.67
H -3.49 -9.45 -14.12
C -6.81 -5.26 -14.50
H -7.55 -6.05 -14.43
C -6.70 -9.70 -10.42
H -0.89 -7.51 -11.04
H -3.59 -7.78 -10.23
H 0.83 -10.49 -11.76
H -6.91 -6.47 -10.96
H 0.35 -4.37 -14.30
H -3.34 -10.75 -6.35
O -5.94 -5.88 -8.55
C -6.68 -5.02 -9.40
O -1.75 -9.58 -6.70
H -3.22 -9.49 -5.14
H -1.82 -7.04 -13.17
O -8.55 -9.49 -12.03
C -7.98 -10.31 -11.01
H -1.21 -2.20 -9.64
H -1.57 -4.67 -12.37
B -3.20 -6.75 -10.27
H -8.90 -8.68 -11.64
H -2.50 -7.20 -14.88
C -3.24 -8.66 -13.41
H -6.39 -5.12 -16.61
H -7.01 -4.57 -13.68
O -5.48 -5.87 -14.28
H -3.68 -2.76 -8.61
H 1.56 -10.64 -10.15
H -5.10 -3.59 -15.67
H -3.29 -6.22 -11.23
H -3.73 -8.73 -8.96
O 2.47 -9.25 -11.40
H -7.69 -11.23 -11.51
H -6.35 -3.99 -9.21
H -1.98 -5.99 -8.70


(5)
80
Properties=species:S:1:pos:R:3 method="wB97M-V/def2-TZVPD" charge=+1 orbital_gap_ev="7.60 / 2.08" molar_mass_g_mol=428.61 s2=0.755 e_lumo_ha="-0.1127 / -0.3156" e_above_lowest_kj_mol=0.0 multiplicity=2
H -4.15 -3.88 0.13
H -1.62 2.19 1.37
H -1.15 3.40 -2.76
N 4.99 2.99 1.85
H -2.84 -2.62 3.27
C 0.16 -0.89 3.72
H -1.65 -1.95 2.00
H 0.54 3.78 -2.93
O -1.19 1.57 0.77
H -2.95 -2.04 0.59
H -2.38 -5.76 -2.35
C 4.04 3.50 0.87
C 4.37 5.00 0.58
H -0.17 -2.09 -3.22
H -2.88 -3.34 -2.09
H 3.47 -0.51 0.89
H 3.09 0.05 5.07
H -5.51 -4.04 -0.81
N -0.83 0.70 -2.25
H -0.02 -0.38 -1.13
H 4.78 2.82 -1.04
O 1.34 -0.99 4.61
C -0.15 3.14 -2.39
C -3.64 -4.11 -1.97
H 1.17 -2.77 -3.41
C 3.92 2.65 -0.39
H -0.25 -0.52 0.36
H -0.90 -1.91 6.10
C 2.26 0.04 4.36
C -4.51 -3.61 -0.86
H -3.64 -0.54 -0.06
H 2.84 0.92 1.51
H 0.18 5.06 0.26
H -0.85 1.78 -4.82
H 3.08 3.43 1.38
H 0.87 2.17 -4.81
C -2.11 -1.86 2.98
C 0.10 1.54 -4.35
C 0.13 1.66 -2.77
H -3.50 -4.64 -4.09
N -3.04 -5.35 -1.70
H 2.74 0.00 3.38
H -2.56 -5.40 -0.82
H -2.53 -1.63 -0.90
H -0.21 0.13 3.63
H -2.04 -1.06 5.58
C -4.23 -4.22 -3.39
C -3.43 -1.59 -0.28
O 0.24 -0.90 -0.37
H -2.53 -0.86 3.04
C 3.10 0.46 0.55
H 2.22 0.49 -0.09
H -0.57 -2.97 3.92
H 5.07 5.20 -0.23
H 4.73 5.48 1.49
H 1.13 1.35 -2.46
H -1.73 1.07 -1.95
H -5.08 -4.87 -3.20
H 0.40 0.58 -4.76
H 1.29 -3.81 0.75
C 0.07 4.85 -0.81
H 3.52 5.60 0.24
H 0.94 5.27 -1.30
N -1.56 -1.91 5.34
H -1.09 -0.03 -2.89
H 1.79 1.02 4.49
H -4.61 -3.27 -3.76
O 4.21 1.24 -0.04
H 4.71 2.02 1.76
H -0.64 2.12 0.21
H 0.76 -2.63 -0.04
H 0.51 -1.10 2.71
C -0.98 -1.96 3.98
O 0.47 -2.33 -3.89
H -0.79 5.41 -1.17
H 2.95 2.76 -0.89
O 1.08 -3.53 -0.14
O -0.09 3.41 -0.97
H 5.96 3.13 1.63
O -4.61 -2.14 -0.83